# 1
C21H22N4O5S2 | ωB97M-V/def2-TZVPD

Last column: Mulliken charge in e.
Positions of all 54 atoms, in Å:
C 0.1846 0.0586 1.2567  0.57
H -2.3141 -1.8777 4.2945  0.57
H 0.1061 -2.6915 -0.6880  0.55
C -3.6023 -1.9858 0.1562  -0.05
C 4.9985 1.9619 -3.2155  -0.40
C -0.5483 -0.6239 4.5279  -0.96
C 4.2041 1.4524 -4.2261  -0.49
C -0.7656 -0.7952 -1.1756  0.72
N -2.4045 -0.2294 2.9973  0.24
C -1.1815 1.6561 3.9701  -0.72
N -0.3326 -0.8667 -3.5496  0.02
H 5.2479 2.2920 -1.1161  0.41
O -3.6605 0.4591 1.2479  -0.66
O -2.8789 -1.6646 1.3482  -0.31
H 0.9906 -1.8905 1.5036  0.65
H -3.6044 -1.1179 -0.5078  0.28
H 5.9371 2.4308 -3.4689  0.37
O 1.9747 -0.3025 3.1365  -0.79
H -3.1931 1.6659 3.1150  0.36
C 3.4149 1.2882 -1.5208  -0.25
N -0.1409 0.6542 4.0095  0.02
C 2.6035 0.7662 -2.5220  -0.66
H -1.1938 2.1931 4.9259  0.36
H -0.6126 -1.1397 -4.4853  0.33
H 0.3418 -1.2521 4.5527  0.41
H -5.5274 -2.7042 -0.4442  0.43
C -3.0369 -0.4099 1.8109  0.72
H -0.9062 2.3641 3.1896  0.32
O -2.1948 -1.8620 -2.7890  -0.63
C -0.5372 0.9341 0.4694  -0.72
C 0.8661 -0.2246 -3.4223  0.43
H 4.5038 1.5153 -5.2604  0.39
O 1.3420 2.0125 2.5493  -0.73
C 0.4069 -1.2463 0.8646  -0.80
H -0.9008 -0.4720 5.5526  0.33
H -5.5707 -1.5775 0.9188  0.34
S 1.7972 0.1325 -4.8982  -0.32
H -1.2184 -1.9169 2.9000  0.36
C 4.6073 1.8818 -1.8814  -0.79
H -3.0573 0.8100 4.6697  0.39
C -1.1954 -1.2347 -2.5365  -0.92
H -0.6845 1.9508 0.7951  0.47
C -1.6505 -1.2699 3.6644  -0.60
H 3.0951 1.2215 -0.4929  0.60
C -0.0764 -1.6807 -0.3561  -0.42
C -2.5571 1.0145 3.7154  -0.82
S 0.9664 0.6466 2.7644  1.42
C -1.0243 0.5032 -0.7507  -0.35
C -5.0286 -2.4085 0.4738  -1.50
H -3.0428 -2.7982 -0.3088  0.35
H -1.5824 1.1785 -1.3803  0.46
C 3.0076 0.8570 -3.8722  0.76
H -5.0306 -3.2461 1.1675  0.32
N 1.4019 0.1495 -2.3270  -0.08

Its SMILES is CCOC(=O)N1CCN(S(=O)(=O)c2ccc(C(=O)Nc3nc4ccccc4s3)cc2)CC1. As for the HOMO energy: -8.67 eV. The total charge is 0. The value obtained for the gap between HOMO and LUMO is 0.3339 Eh. As for the total energy: -2205.08911 hartree. For the relative energy (zero: lowest compared OMol25 entry of this formula, charge and spin), the calculation gives 26.8 kJ/mol. The calculation puts the LUMO energy at 0.412 eV.

# 2
C30H63CdF4N8O9S4 | ωB97M-V/def2-TZVPD

Last column: Mulliken charge in e.
Positions of all 119 atoms, in Å:
H -6.6340 -2.1486 -4.3869  0.35
C -0.6695 0.4677 6.2017  -0.71
H -5.9771 -1.9189 -1.6474  0.45
C -1.1019 2.9816 5.9852  -1.04
N -4.1620 -0.7765 -1.5814  0.33
H 1.2135 -2.3345 -2.4067  -0.06
C 1.3960 0.4372 5.0815  -0.45
S 0.2871 6.2396 -3.6222  1.11
F -0.2433 7.1535 -4.8544  -0.28
C -0.4122 -3.4944 -3.0969  -0.46
O -0.2643 7.0962 -2.5317  -0.59
C 6.1739 2.9380 2.2943  -0.83
C -1.7648 -7.2480 -3.3846  -0.38
C -3.8260 -0.9748 -0.1581  -0.66
H -4.7540 -1.1666 0.3806  0.46
H 4.8735 1.3481 1.3310  0.67
H -3.9121 0.3271 -4.6220  0.51
H -1.4499 -7.6966 -5.5039  0.37
H -2.5706 0.5887 -2.1745  0.72
S 6.1122 -0.8044 -0.5209  0.92
H 1.7064 -3.6693 -3.3848  0.45
O -0.9491 4.3683 -1.4092  -0.27
C -0.3002 0.9776 0.2834  -0.41
H -0.3377 3.3057 6.6916  0.45
H -0.1663 -1.1011 4.7717  0.29
F 7.0860 0.4795 -0.5823  -0.25
H -3.1715 -7.7888 -5.0234  0.35
C 1.0994 -4.3211 -1.4002  -0.58
C -3.9834 0.9273 3.2011  -1.40
H 0.5620 -0.6489 -0.6165  -0.06
H -1.0577 -2.6632 -2.8134  0.02
C 8.3170 5.2291 2.0885  -1.09
O 1.7363 6.2387 -3.9517  -0.56
O 1.5130 4.2842 -2.1788  -0.50
C -2.1743 -4.3682 -1.5610  -1.18
H -0.9096 -7.7163 -2.8973  0.46
H -7.0251 0.8943 -4.4425  0.33
O 6.6512 -1.6456 -1.6222  -0.23
H -7.8297 -0.1384 -3.2527  0.35
C -1.6783 1.5014 3.9718  -0.48
C -6.2921 -1.1164 -4.4637  -0.54
H -2.8969 -3.7921 -2.1390  0.34
H -0.2024 0.4532 -1.7903  0.25
H -3.2089 -1.8665 -0.0487  0.23
O -1.4748 1.7663 0.3736  0.24
H -0.2565 -6.0923 -0.9172  0.35
H -4.9853 0.5836 3.4583  0.49
H 2.1018 -4.5387 -1.0315  0.63
N -5.2475 -0.8996 -3.5108  0.18
H 2.1172 0.4547 5.8986  0.42
N -0.7146 1.6748 5.2313  0.42
F 2.6394 -0.6097 -1.6264  -0.26
H -1.6578 0.1257 6.5090  0.41
H -1.5057 2.3611 3.3243  0.38
H -0.2333 0.9404 7.0817  0.49
H 7.1942 4.9607 3.9068  0.32
O 3.0870 -1.0660 0.7343  -0.52
C 0.7124 1.7829 4.7425  -0.41
H -0.4006 -3.5415 -4.1858  0.31
C -4.1069 -0.1228 -3.6597  -0.86
F 0.0298 2.7634 -3.0469  -0.23
Cd -2.2521 3.7317 -0.0338  1.04
S 3.8132 -1.2126 -0.5920  1.16
C -1.5918 -5.7112 -3.6214  -0.96
H -5.7793 -1.0111 -5.4198  0.33
H 8.1716 5.3716 1.0176  0.35
H 0.5316 -3.8061 -0.6253  0.12
N 6.1110 4.3176 2.1800  0.22
H 2.4222 3.8392 0.8366  0.39
H -1.1763 -0.6897 -0.7687  -0.39
H 9.0042 5.8912 2.6151  0.38
H -3.6189 1.9492 4.9353  0.26
H -1.3345 0.6069 3.4523  0.14
N -0.9695 -4.8033 -2.5239  0.53
C 1.0240 -3.3937 -2.5807  -0.11
H -3.2168 0.1675 4.9486  0.26
H 0.5756 1.6110 0.1423  -0.27
C -7.4078 -0.1093 -4.2573  -1.08
H -2.4636 -5.3345 -1.1479  0.42
H -1.3201 3.7657 5.2602  0.30
C 6.9917 5.2292 2.8700  -0.40
N -0.4864 4.9564 -3.8877  -0.34
H 1.2434 2.6160 5.2030  0.26
C 0.3138 -0.5298 5.5662  -0.78
C -3.1611 1.1123 4.4079  -0.20
N 4.4235 3.4060 1.0195  0.34
H -4.0612 1.7619 2.5043  0.27
H -2.5139 -5.2561 -3.9831  0.40
C -2.1437 -7.9709 -4.7093  -1.31
H 1.8315 -0.0951 4.2359  0.20
C -5.2302 -1.3734 -2.2051  -0.19
N 4.9649 -0.0036 -0.7960  0.12
H -2.0179 -9.0259 -4.4659  0.38
S 0.0886 4.2317 -2.4761  1.00
H -0.9465 -5.5788 -4.4898  0.54
C 5.1498 4.6068 1.3119  -0.27
H 0.6166 -1.2906 6.2857  0.49
H -3.6598 0.1400 2.5202  0.20
C -0.3112 -0.0286 -0.8186  0.25
H -0.0490 0.4839 1.2222  0.18
H 3.0355 2.3054 0.1489  0.00
H 0.6730 2.0293 3.6814  0.19
H 8.7476 4.2310 2.1685  0.34
H 6.9287 2.4888 2.9228  0.47
H 3.2852 4.0140 -0.6212  0.52
H 0.6943 -6.1237 -2.4370  0.54
H 6.5375 6.2163 2.7830  0.28
H -2.6130 -7.5260 -2.7590  0.30
O 3.9786 -2.5436 -1.1231  -0.49
C 0.1505 -5.4943 -1.7326  -0.89
H -1.6484 -3.7898 -0.8014  0.42
H -8.2337 -0.2594 -4.9526  0.40
O 6.4090 -1.3519 0.8032  -0.37
C 5.1574 2.3715 1.5270  -0.27
H -3.2914 -0.1454 0.3050  -0.06
H 4.7310 5.5926 1.1736  0.38
H -2.0121 2.6717 6.4987  0.45
C -3.4174 -0.0123 -2.4713  -0.43
C 3.2208 3.3739 0.2587  -0.80

As for the HOMO energy (alpha / beta): -16.66 / -16.66 eV. Its spin multiplicity is 2. The total charge is +4. The value obtained for the gap between HOMO and LUMO (alpha / beta) is 0.1730 / 0.1190 Eh. As for the total energy: -4454.29025 hartree. The calculation puts the LUMO energy (alpha / beta) at -11.954 / -13.424 eV. Its expectation value of S² is 0.762.

# 3
C18H34N3O5 | ωB97M-V/def2-TZVPD

Last column: Mulliken charge in e.
Positions of all 60 atoms, in Å:
C -0.9320 2.3045 5.8562  -0.17
H -0.0236 -1.0555 -4.8707  -0.02
H -2.0127 2.5372 2.6701  0.50
H -3.6300 -1.3300 -3.5368  0.35
H 0.0625 -1.3051 2.1237  0.35
H -0.6980 -2.9837 3.6471  0.27
C -0.0850 -2.7839 -1.5216  -0.51
O 2.0871 2.9377 -0.3313  -0.57
H -1.2479 -3.1134 -3.6622  0.36
H 3.3239 5.9362 1.5676  0.30
C 2.5026 3.9148 0.2568  0.11
H -1.5929 -1.0406 1.5125  0.15
H 2.0776 -3.1040 -7.1657  0.30
H -2.6794 -3.2310 -2.6217  0.31
C -1.8919 -1.2871 5.0175  -0.64
H 1.4725 3.3912 3.3399  0.40
H 3.0782 4.7145 -0.2353  0.27
C 0.2664 -1.6824 -5.7321  0.48
H -2.3066 0.2452 3.1002  0.21
C -1.1366 0.9446 6.0296  -0.78
N 1.4301 -1.3069 -6.2900  0.08
H -0.5256 2.8993 6.6634  0.45
C -1.7457 2.1442 3.6399  -0.29
H -0.3307 -3.8509 -1.4909  0.37
H 0.4948 -1.2510 -0.1595  0.37
O -0.4096 -2.6204 -6.1113  -0.64
C -1.6296 0.2016 4.9845  0.72
O -0.6493 -2.7070 0.7885  -0.32
H 2.0781 2.1469 2.2225  0.32
C -1.4710 -2.5671 3.0007  -0.40
C 1.5643 3.1073 2.2934  -0.98
N -1.9256 0.8283 3.8442  0.07
H -2.6604 -1.4717 5.7743  0.40
H -0.9861 -1.8044 5.3427  0.42
H 0.7501 -2.6464 -2.2204  0.37
C -1.9204 -2.5484 -3.0125  -0.23
H 0.5724 2.9857 1.8511  0.25
H 3.4876 5.0179 3.0691  0.33
H -2.0676 -3.3900 2.6115  0.34
C 0.3498 -2.3344 -0.1540  -0.60
H 1.6799 0.2613 -4.9446  0.32
H 2.8644 -1.6261 -7.7615  0.39
O -1.1916 -2.0104 -1.9081  -0.33
H 3.1888 -0.5002 -5.4725  0.33
H 1.2040 -2.0253 -8.2516  0.30
H -0.8995 0.4583 6.9658  0.46
H -2.5178 -1.6631 -4.8634  0.31
C -2.5788 -1.4220 -3.8031  -1.28
C 2.1955 -0.1815 -5.7946  -0.93
N 2.3039 4.1249 1.5778  0.16
C 1.9229 -2.0589 -7.4334  -0.97
C -1.2337 2.9090 4.6342  -0.68
H 2.3085 0.5809 -6.5674  0.34
O -2.3416 -1.7211 3.7682  -0.46
H -2.0790 -0.4768 -3.6044  0.32
H 1.2996 -2.8125 0.1053  0.32
C 2.7962 5.2975 2.2720  -0.89
C -0.8657 -1.8078 1.8259  -0.24
H 1.9731 5.8703 2.7049  0.31
H -1.0689 3.9611 4.4595  0.52

As for the HOMO energy: -10.71 eV. The total charge is +1. The value obtained for the gap between HOMO and LUMO is 0.2383 Eh. As for the total energy: -1246.45321 hartree. The calculation puts the LUMO energy at -4.230 eV.

Q: What is the total charge in the third record?
A: +1

Q: Among the records above, which one has the lowest total charge?
A: C21H22N4O5S2

Q: Which formula does entry 2 have?
A: C30H63CdF4N8O9S4

Q: Which of these has the lowest total charge?
A: C21H22N4O5S2